Molecular formula: C25H80O15
Method: DFT, the ωB97M-V functional and the def2-TZVPD basis

gap between HOMO and LUMO = 9.93 eV
spin multiplicity = 1
highest occupied orbital energy = -9.48 eV
lowest unoccupied orbital energy = 0.4 eV

Structure (XYZ):
```
120
Properties=species:S:1:pos:R:3:lowdin_charge:R:1
C 1.02225 0.15607 2.06993 -0.01
C 1.50245 0.05114 0.55431 -0.44
C 0.55204 -0.77791 -0.26910 -0.02
O 1.61846 1.38798 0.11444 -0.10
H 0.82087 -0.83473 2.41708 0.06
H 0.01979 0.64734 1.99188 0.07
H 1.60491 0.70269 2.78333 0.06
H 2.47183 -0.40395 0.50206 0.11
H -0.42361 -0.17962 -0.32078 0.11
H 0.32100 -1.75344 0.09519 0.06
H 1.02364 -0.79121 -1.24828 0.05
H 1.96963 1.33046 -0.82701 0.06
C -3.56980 -2.11343 1.15682 -0.04
C -2.67659 -2.63873 2.33992 -0.46
C -3.43237 -3.51710 3.34496 -0.04
O -1.54279 -3.29676 1.77102 -0.10
H -2.90438 -1.43499 0.57901 0.07
H -4.35358 -1.46251 1.53212 0.07
H -3.97345 -2.84957 0.43846 0.08
H -2.24703 -1.77143 2.84260 0.14
H -3.63263 -4.47642 2.81407 0.09
H -4.40181 -3.00516 3.49749 0.08
H -2.92092 -3.60299 4.28724 0.07
H -2.00756 -4.01531 1.26344 0.09
C -2.78584 -1.40011 -4.92714 -0.06
C -2.95769 -0.26307 -5.90547 -0.51
C -4.32044 0.45954 -5.66628 -0.05
O -1.93468 0.67521 -5.85239 -0.03
H -3.60205 -2.09139 -5.00881 0.07
H -2.71921 -1.05718 -3.86123 0.10
H -1.85808 -1.91444 -5.09730 0.06
H -2.95126 -0.72242 -6.94496 0.15
H -5.02333 -0.35101 -5.52425 0.06
H -4.68552 1.05376 -6.53373 0.08
H -4.25013 1.14404 -4.80706 0.08
H -1.18127 0.23163 -5.55286 0.05
C 4.71058 4.88505 1.87220 -0.07
C 3.30704 4.26440 1.69398 -0.42
C 2.48155 5.40411 0.86718 -0.03
O 3.61421 3.15261 0.86675 -0.09
H 5.43950 4.23656 2.32553 0.07
H 4.67558 5.93036 2.20478 0.08
H 5.09507 5.02502 0.83929 0.08
H 2.78600 3.97438 2.65459 0.14
H 1.61411 4.87351 0.45910 0.06
H 3.15329 5.69623 0.08774 0.06
H 2.03256 6.18249 1.54113 0.09
H 2.78322 2.66686 0.77558 0.05
C -4.19898 3.88299 2.03749 -0.04
C -4.15325 3.29991 3.49111 -0.49
C -5.51339 3.35187 4.21920 -0.05
O -3.70061 1.98140 3.51834 -0.07
H -3.22285 3.73719 1.57059 0.05
H -4.43512 4.94199 1.99629 0.08
H -4.97979 3.44882 1.45814 0.07
H -3.35937 3.86443 4.02950 0.13
H -6.01287 2.39564 3.91764 0.10
H -6.05244 4.25007 3.89216 0.08
H -5.43052 3.34786 5.26706 0.05
H -3.83767 1.63803 2.62536 0.05
C 1.01935 -3.60686 -3.79307 -0.17
O 1.61146 -2.84303 -2.77684 -0.14
H 0.90004 -2.95127 -4.75917 0.10
H 1.58411 -4.46404 -4.08116 0.05
H -0.00378 -3.99912 -3.53653 0.08
H 1.62329 -3.24299 -1.90143 0.02
C -3.47144 1.37700 -0.49958 -0.15
O -3.12467 1.15342 0.84512 -0.15
H -2.91645 0.76178 -1.13872 0.04
H -4.49200 1.18413 -0.77508 0.08
H -3.12918 2.37137 -0.78963 0.08
H -2.32252 1.66574 1.00748 0.03
C 3.24775 -4.46926 -0.16622 -0.12
O 1.91208 -3.99422 -0.22157 -0.16
H 3.35035 -5.52518 -0.08140 0.07
H 3.63706 -4.14802 -1.12463 0.08
H 3.83823 -3.92247 0.59570 0.07
H 1.52657 -4.04131 0.68662 0.05
C -0.68921 3.24824 2.66254 -0.10
O -1.07377 2.91017 1.32166 -0.17
H -0.65598 4.29446 2.67374 0.06
H -1.58506 2.85289 3.21395 0.08
H 0.23604 2.79210 3.05781 0.08
H -0.27940 2.75160 0.76070 0.07
C 1.55333 -4.84396 3.59571 -0.10
O 0.94778 -4.35063 2.37237 -0.16
H 1.28490 -4.14786 4.42893 0.09
H 1.37914 -5.84002 3.92510 0.06
H 2.65546 -4.78345 3.42311 0.08
H 0.00378 -4.11063 2.50573 0.06
C 2.24104 0.44410 -3.33172 -0.09
O 2.36022 1.55059 -2.42669 -0.14
H 2.57596 0.72606 -4.37587 0.11
H 2.74162 -0.42795 -3.00081 0.06
H 1.20512 0.22350 -3.38110 0.06
H 3.22778 1.92508 -2.54454 0.06
C 5.41646 -1.87545 2.64606 -0.17
O 4.64382 -1.78233 1.47186 -0.14
H 5.20024 -2.85845 3.11770 0.08
H 6.44780 -2.06694 2.36288 0.07
H 5.34998 -0.99268 3.36299 0.10
H 4.96309 -0.98371 1.02214 0.08
C -0.73076 3.05798 -3.06186 -0.11
O -0.46996 2.38388 -1.79565 -0.14
H -1.12266 2.31775 -3.77170 0.07
H -1.56664 3.68634 -2.93428 0.06
H 0.04794 3.65271 -3.50059 0.07
H 0.41367 1.96560 -1.84897 0.03
C 5.88306 2.67677 -1.54236 -0.15
O 4.59645 3.23935 -1.83951 -0.14
H 5.76121 1.91222 -0.76152 0.08
H 6.37622 2.27819 -2.43180 0.07
H 6.66040 3.37883 -1.14989 0.09
H 4.29782 3.21202 -0.90009 0.04
C -1.66757 -6.31775 -0.75990 -0.15
O -1.08397 -6.05586 0.48468 -0.13
H -1.72043 -5.40746 -1.34318 0.08
H -1.15689 -7.14818 -1.22310 0.08
H -2.61012 -6.70250 -0.53926 0.06
H -0.21480 -5.63705 0.30536 0.07
```